Formula: C4H5ClS
Source: OMol25
Level of theory: ωB97M-V/def2-TZVPD

Atoms and positions in Å:
C: -0.52 1.20 0.04
C: -0.03 -0.18 0.10
C: -0.69 -1.33 0.02
C: 1.45 -0.22 -0.15
H: -1.62 1.30 0.15
H: -0.22 1.77 0.88
H: -0.29 1.76 -0.79
H: -0.15 -2.25 -0.13
H: 1.83 0.79 -0.20
S: 2.58 -1.40 0.06
Cl: -2.35 -1.44 0.01

Values from the calculation:
LUMO energy: -0.87 eV
multiplicity: 1
ΔE to the lowest compared entry with this formula, charge and spin: 116.6 kJ/mol
structure (SMILES): C/C(C=S)=C\Cl



Formula: C4H5CrO
Source: OMol25
Level of theory: ωB97M-V/def2-TZVPD

Atoms and positions in Å:
H: -0.13 0.62 -1.46
C: -1.77 0.24 -0.02
C: -0.39 0.18 -0.49
C: -0.91 0.92 0.73
H: -2.78 -0.15 -0.15
H: 0.25 -0.71 1.20
H: -0.72 1.88 1.23
C: 0.83 -0.86 0.09
O: 2.12 -0.49 0.27
Cr: 2.88 0.27 -1.17
H: 0.63 -1.90 -0.23

Values from the calculation:
LUMO energy (alpha / beta): -6.85 / -6.30 eV
multiplicity: 5
expectation value of S²: 6.15
net charge: +1
ΔE to the lowest compared entry with this formula, charge and spin: 242.6 kJ/mol



Formula: C4H5CsO3
Source: OMol25
Level of theory: ωB97M-V/def2-TZVPD

Atoms and positions in Å:
O: 1.52 -1.36 -1.10
C: 1.56 -2.36 -0.47
C: 2.70 -3.09 0.15
H: 3.65 -2.59 -0.07
H: 2.53 -3.15 1.23
H: 2.70 -4.12 -0.24
O: -2.86 1.08 -0.13
Cs: -2.71 -3.36 0.14
C: -2.27 2.06 0.22
O: -2.10 3.14 -0.47
C: -1.62 4.30 0.12
H: -1.54 5.13 -0.57
H: -1.57 4.33 1.21

Values from the calculation:
LUMO energy (alpha / beta): -3.87 / -3.66 eV
multiplicity: 2
expectation value of S²: 1.76
net charge: +1
ΔE to the lowest compared entry with this formula, charge and spin: 251.2 kJ/mol



Formula: C4H5CsO5
Source: OMol25
Level of theory: ωB97M-V/def2-TZVPD

Atoms and positions in Å:
O: -2.38 -0.19 0.93
O: -2.91 0.52 -0.97
C: -2.18 -0.24 -0.30
O: -1.08 -0.71 -0.82
C: 0.11 -0.82 0.00
C: 1.09 -1.66 -0.79
H: -0.22 -1.42 0.86
H: 0.66 -2.65 -0.98
H: 1.99 -1.79 -0.18
H: 1.34 -1.18 -1.74
O: 1.10 2.15 1.86
C: 0.80 1.15 1.28
O: 0.69 0.89 0.04
Cs: 0.60 6.06 -0.84
H: 0.40 -0.11 1.64

Values from the calculation:
LUMO energy (alpha / beta): -3.83 / -5.72 eV
multiplicity: 2
expectation value of S²: 0.76
net charge: +1
ΔE to the lowest compared entry with this formula, charge and spin: 412.9 kJ/mol



Formula: C4H5CuMgO3
Source: OMol25
Level of theory: ωB97M-V/def2-TZVPD

Atoms and positions in Å:
Mg: -0.50 -2.04 0.46
O: 0.58 -0.19 1.19
C: 0.58 0.76 2.29
H: 1.62 1.03 2.49
H: 0.01 1.65 2.00
H: 0.12 0.22 3.12
C: -1.43 -1.07 -1.97
C: -0.37 -0.34 -1.60
O: 0.65 -1.04 -0.84
C: 0.84 0.24 -0.04
O: 1.23 1.33 -0.34
Cu: 0.38 2.15 -2.40
H: -2.33 -0.54 -2.28
H: -1.39 -2.16 -2.08

Values from the calculation:
LUMO energy: -10.46 eV
multiplicity: 1
net charge: +2



Formula: C4H5CuO3
Source: OMol25
Level of theory: ωB97M-V/def2-TZVPD

Atoms and positions in Å:
O: -0.37 0.15 -0.16
C: 0.59 -0.41 -1.02
O: 1.66 -0.79 -0.64
Cu: 3.75 -1.48 -0.11
O: 0.07 -0.48 -2.20
C: 0.38 -1.48 -3.08
H: 0.88 -2.37 -2.69
H: 0.00 -1.30 -4.08
C: -0.28 0.08 1.15
H: 0.64 -0.50 1.38
C: -2.17 2.58 3.59
H: -2.81 3.39 3.18
H: -2.35 2.62 4.68

Values from the calculation:
LUMO energy (alpha / beta): -6.58 / -6.58 eV
multiplicity: 2
expectation value of S²: 0.75
net charge: +1
ΔE to the lowest compared entry with this formula, charge and spin: 800.5 kJ/mol



Formula: C4H5DyO2
Source: OMol25
Level of theory: ωB97M-V/def2-TZVPD

Atoms and positions in Å:
H: 0.14 -1.48 2.47
C: -0.74 -1.82 1.30
C: 0.38 -0.98 1.24
O: 1.37 -0.89 0.56
Dy: 3.57 0.66 0.34
H: -1.70 -1.34 1.53
O: -1.49 -2.81 -1.42
C: -1.20 -2.95 -0.23
C: -0.90 -3.77 0.80
H: -1.35 -1.91 -1.78
H: 0.12 -4.18 0.84
H: -1.71 -4.28 1.34

Values from the calculation:
LUMO energy (alpha / beta): -12.65 / -13.04 eV
multiplicity: 7
expectation value of S²: 12.01
net charge: +3
ΔE to the lowest compared entry with this formula, charge and spin: 101.9 kJ/mol



Formula: C4H5F2N
Source: OMol25
Level of theory: ωB97M-V/def2-TZVPD

Atoms and positions in Å:
C: 0.21 0.69 2.49
C: 0.68 -0.44 1.80
C: 0.62 -0.26 -1.73
C: -0.80 -0.14 -1.90
N: 1.75 -0.31 -1.64
F: -0.28 -1.27 1.28
F: -1.21 -0.90 -3.04
H: -0.88 0.69 2.24
H: 0.71 1.69 2.34
H: -0.93 0.94 -2.20
H: -1.62 -0.45 -1.28
H: 1.75 -0.24 1.66

Values from the calculation:
LUMO energy: 0.61 eV
multiplicity: 1
ΔE to the lowest compared entry with this formula, charge and spin: 315.0 kJ/mol
structure (SMILES): N#CCF.C=CF



Formula: C4H5F2N4O4P
Source: OMol25
Level of theory: ωB97M-V/def2-TZVPD

Atoms and positions in Å:
C: -3.52 0.88 -0.22
C: 1.39 0.73 0.47
C: 1.25 -0.61 -0.06
C: -1.61 -0.40 0.89
N: -4.12 0.86 -1.39
N: -3.62 -0.17 -2.02
N: -2.79 -0.87 -1.26
N: -2.70 -0.17 -0.05
O: 4.88 -1.52 -0.72
O: 4.00 0.09 1.08
O: 3.68 0.61 -1.44
O: 2.23 -1.36 -0.29
F: -1.84 -1.76 1.35
F: -1.95 0.33 2.07
P: 3.97 -0.38 -0.37
H: -3.82 1.68 0.41
H: 2.01 1.13 -0.31
H: 2.04 0.67 1.29
H: 0.40 1.30 0.79
H: 0.12 -1.03 -0.23

Values from the calculation:
LUMO energy: 5.74 eV
multiplicity: 1
net charge: -2
ΔE to the lowest compared entry with this formula, charge and spin: 48.9 kJ/mol



Formula: C4H5F3O
Source: OMol25
Level of theory: ωB97M-V/def2-TZVPD

Atoms and positions in Å:
C: 0.15 -1.49 -0.56
C: -0.41 -0.39 0.15
C: -1.01 0.28 1.16
C: 0.39 2.74 -0.85
O: -0.28 -0.28 -1.17
F: -0.25 3.16 0.25
F: 1.66 2.61 -0.45
F: 0.27 3.71 -1.67
H: 1.18 -1.54 -0.50
H: -0.31 -2.50 -0.76
H: -1.13 -0.14 2.13
H: -1.34 1.20 0.86
H: 0.03 1.68 -1.15

Values from the calculation:
LUMO energy: 0.88 eV
multiplicity: 1
ΔE to the lowest compared entry with this formula, charge and spin: 175.4 kJ/mol
structure (SMILES): C=C1CO1.FC(F)F



Formula: C4H5FN2
Source: OMol25
Level of theory: ωB97M-V/def2-TZVPD

Atoms and positions in Å:
C: 2.42 -0.43 -0.03
C: 0.52 1.15 0.09
C: -1.09 -0.07 -0.03
C: -0.08 -0.95 0.03
H: 2.66 -0.84 1.00
H: 3.05 0.39 -0.20
H: 2.58 -1.14 -0.83
H: 1.18 2.02 -0.11
H: -0.15 -2.08 0.13
N: 1.03 -0.09 -0.02
N: -0.79 1.19 -0.02
F: -2.40 -0.47 -0.01

Values from the calculation:
LUMO energy: 0.74 eV
multiplicity: 1
ΔE to the lowest compared entry with this formula, charge and spin: 81.3 kJ/mol



Formula: C4H5FN2
Source: OMol25
Level of theory: ωB97M-V/def2-TZVPD

Atoms and positions in Å:
C: 1.69 -0.79 -0.40
C: 0.53 -0.48 0.08
C: 0.03 0.92 0.28
C: -1.49 -0.59 -0.18
H: 2.14 -1.80 -0.43
H: 0.09 1.05 1.53
H: 0.77 1.90 -0.13
H: -2.04 1.29 0.05
H: -2.45 -1.23 -0.44
N: -1.38 0.79 -0.53
N: -0.53 -1.36 0.30
F: 2.64 0.30 -0.12

Values from the calculation:
LUMO energy: 0.69 eV
multiplicity: 1
ΔE to the lowest compared entry with this formula, charge and spin: 387.8 kJ/mol



| no. | electronic energy (Eh) |
| --- | --- |
| 1 | -1013.73534 |
| 2 | -1274.61618 |
| 3 | -400.88038 |
| 4 | -551.37951 |
| 5 | -2220.92107 |
| 6 | -2020.93233 |
| 7 | -1189.49056 |
| 8 | -409.76293 |
| 9 | -1216.50430 |
| 10 | -530.15406 |
| 11 | -364.77235 |
| 12 | -364.65562 |